Entry from the OMol25 dataset: C10H14N3O5V as an isolated structure (ωB97M-V with the def2-TZVPD basis set).

Output
Orbital gap (spin up / spin down) ... 4.9 / 5.2 eV
Multiplicity ... 3
HOMO (spin up / spin down) ... -16.153 / -16.156 eV
Total charge ... +2
Energy relative to the best compared isomer or geometry (same formula, charge and spin) ... 34.1 kcal per mole

Last column: Mulliken spin population.
Cartesian coordinates (Å):
O 0.21972 5.05414 -1.44518  0.0001
C -0.51191 4.45293 -2.07120  -0.0004
V 0.04657 -0.55781 -2.09061  1.8643
C -0.25274 -2.63201 -2.14462  -0.0215
O -0.50531 -3.78219 -2.10102  0.0566
C -0.86359 -0.14457 -4.27738  0.0001
O -0.71045 0.50618 -5.26338  0.1557
C 1.85149 -0.74007 -2.78401  -0.0589
O 2.92117 -1.00784 -3.20501  0.0700
C -1.73344 -0.81349 -3.30965  -0.0569
O -2.90726 -1.10012 -3.49347  0.1410
H 0.46868 0.87425 -1.83925  -0.1207
C 2.52842 -0.15983 2.18729  -0.0004
N 1.06594 -0.06675 2.15965  0.0098
C 0.47477 -0.46992 3.42463  0.0005
C 0.38014 -0.11655 0.98911  0.0112
N 0.92328 -0.45323 -0.14184  -0.0479
N -0.94765 0.16154 0.96789  0.0035
C -1.69629 0.75631 2.00825  -0.0014
C -1.53325 0.03172 -0.36617  0.0630
H 2.83250 -0.05969 3.25059  0.0003
H 3.02575 0.65153 1.63627  -0.0002
H 2.93331 -1.12603 1.81183  0.0004
H 0.04427 0.41141 3.96901  0.0005
H -0.29621 -1.26719 3.28165  0.0004
H 1.29492 -0.89201 4.05724  -0.0001
H 1.93056 -0.44635 -0.07157  0.0011
H -1.16989 1.54601 2.59465  0.0008
H -2.61029 1.27750 1.60615  -0.0006
H -2.07764 0.02583 2.76864  0.0003
H -1.06091 0.76087 -1.08102  -0.0493
H -1.45600 -1.01686 -0.72874  -0.0147
H -2.60865 0.34228 -0.29874  -0.0064

Entry from the OMol25 dataset: C2H6P2 as an isolated structure (ωB97M-V with the def2-TZVPD basis set).

Output
Orbital gap ... 8.7 eV
Multiplicity ... 1
HOMO ... -9.044 eV
Energy relative to the best compared isomer or geometry (same formula, charge and spin) ... 41.3 kcal per mole

Last column: natural (NBO) charge in e.
Cartesian coordinates (Å):
C 0.46943 -0.80285 -0.31256  -0.7574
C -0.80086 -0.14170 0.96228  -0.5365
P 0.27113 -2.49197 -0.53956  0.4656
P 1.29798 0.45798 -1.30409  0.3103
H -1.53300 -0.88889 0.98558  0.2070
H -1.07345 0.78751 0.52321  0.2025
H -0.29207 0.06361 1.80545  0.1948
H 0.81976 -2.60287 -1.82702  -0.0620
H 1.41065 1.40537 -0.25131  -0.0234
H 0.09693 1.00782 -2.06924  -0.0008

Entry from the OMol25 dataset: one molecule with the formula C3H8NO (ωB97M-V with the def2-TZVPD basis set).

Output
Orbital gap (spin up / spin down) ... 9.6 / 6.7 eV
Multiplicity ... 2
HOMO (spin up / spin down) ... -8.528 / -8.485 eV
Energy relative to the best compared isomer or geometry (same formula, charge and spin) ... 34.0 kcal per mole

Last column: Mulliken spin population.
Cartesian coordinates (Å):
C 1.57010 -1.32970 -0.48357  -0.0006
N 0.31007 -0.76095 -0.52852  0.0199
C -0.23835 -0.37875 0.72471  -0.0004
C -0.77169 1.10292 0.68113  -0.0190
O -1.08928 1.52885 -0.57016  0.8452
H 2.01565 -1.37014 -1.47847  -0.0003
H 1.53530 -2.40445 -0.19581  0.0023
H 2.34034 -0.84556 0.29970  0.0013
H 0.01833 0.09036 -1.08572  -0.0090
H 0.38608 -0.53255 1.68201  0.0016
H -1.18170 -0.98152 1.03869  0.0146
H -0.21678 1.73009 1.25446  0.0499
H -1.71384 1.04281 1.21234  0.0945

Entry from the OMol25 dataset: C8H6F15MnN2O10S4 as an isolated structure (ωB97M-V with the def2-TZVPD basis set).

Output
Orbital gap (spin up / spin down) ... 4.7 / 4.8 eV
Multiplicity ... 6
HOMO (spin up / spin down) ... -7.713 / -7.514 eV
Total charge ... -1

Last column: Mulliken spin population.
Cartesian coordinates (Å):
Mn 0.57056 0.29519 0.25168  4.9310
C -0.59791 -0.85287 4.28570  -0.0115
O -1.69704 -0.79343 3.31409  0.0155
O 0.44868 -0.30960 3.58434  0.0786
C -0.91608 -0.09043 5.61411  -0.0043
F 0.15684 0.39949 6.18899  0.0001
F -1.71826 0.98514 5.41092  0.0000
F -1.46434 -0.94985 6.49847  -0.0001
C -2.98024 -1.32127 3.81331  -0.0001
C -3.92142 -1.32554 2.60770  0.0014
H -3.49882 -2.02334 1.88479  -0.0005
H -4.94102 -1.61101 2.86658  0.0004
H -4.11773 -0.39864 2.06879  -0.0001
H -3.34432 -0.75523 4.67071  -0.0002
H -2.74568 -2.33124 4.14953  -0.0013
H -0.51518 -1.93841 4.33922  0.0020
C 0.63133 4.69513 0.24597  0.0000
F -0.49507 3.99626 0.05785  -0.0006
F 0.38980 5.96779 0.48912  -0.0005
F 1.40484 4.36453 1.21556  0.0000
S 1.64907 4.64456 -1.36226  0.0001
O 0.71566 4.71478 -2.48047  -0.0002
O 2.53124 5.81886 -1.30279  -0.0004
N 2.33515 3.02070 -1.01257  -0.0025
S 3.76653 3.29198 -1.55464  0.0003
O 3.78023 3.76753 -2.91072  0.0001
O 4.57238 3.97362 -0.51439  -0.0005
C 4.46284 1.40060 -1.76589  0.0001
F 5.73233 1.33058 -2.13620  -0.0002
F 4.16959 0.84286 -0.55072  -0.0007
F 3.83425 0.72328 -2.70807  -0.0004
C -0.89134 -0.79656 -4.88424  -0.0004
F -0.51175 -1.90785 -5.62436  0.0000
F 0.14808 0.09912 -4.78679  -0.0004
F -1.85853 -0.30810 -5.55557  0.0000
S -1.57782 -1.35942 -3.09133  -0.0006
O -1.79310 -0.13880 -2.39169  -0.0021
O -2.86268 -2.09419 -3.42561  0.0002
N -0.27564 -2.14809 -2.30478  0.0001
S -0.59166 -3.73793 -2.55428  -0.0007
O -1.80502 -4.20658 -1.94596  -0.0002
O -0.36295 -4.14051 -3.86191  -0.0004
C 0.83026 -4.57354 -1.37653  -0.0004
F 0.30246 -5.73631 -1.08765  0.0000
F 1.95688 -4.68603 -2.08870  -0.0001
F 1.09459 -3.79729 -0.27941  -0.0006

Entry from the OMol25 dataset: one molecule with the formula C5H11PS (ωB97M-V with the def2-TZVPD basis set).

Output
Orbital gap ... 9.4 eV
Multiplicity ... 1
SMILES ... CP1CCC[C@@H]1S
HOMO ... -8.438 eV
Energy relative to the best compared isomer or geometry (same formula, charge and spin) ... 27.8 kcal per mole

Last column: natural (NBO) charge in e.
Cartesian coordinates (Å):
C -0.65686 2.29043 -0.50804  -0.8935
P 0.02759 1.03907 0.70484  0.7806
C -1.30350 -0.22591 0.78950  -0.7319
C -0.79504 -1.60595 0.23927  -0.4080
C 0.78257 -1.49101 0.10585  -0.4158
C 1.06647 0.00259 -0.38454  -0.6263
S 2.79414 0.65243 -0.68182  -0.0216
H -1.52648 1.95507 -1.03738  0.2167
H 0.12257 2.27375 -1.16209  0.2204
H -0.80778 3.18867 0.00164  0.2279
H -2.19734 0.15984 0.33641  0.2254
H -1.72976 -0.20010 1.86894  0.2319
H -1.30899 -1.84428 -0.63774  0.2155
H -1.02498 -2.40359 1.01119  0.2233
H 1.47805 -1.55581 0.98642  0.2061
H 1.29221 -2.11907 -0.61678  0.2220
H 0.58530 -0.06150 -1.36815  0.2102
H 3.20182 -0.05462 0.35249  0.1171

Entry from the OMol25 dataset: a 8-piece molecular cluster, C8H32N4O8 overall (ωB97M-V with the def2-TZVPD basis set).

Output
Orbital gap ... 9.7 eV
Multiplicity ... 1
SMILES ... NC(N)=O.NC(N)=O.CO.CO.CO.CO.CO.CO
HOMO ... -9.635 eV
Energy relative to the best compared isomer or geometry (same formula, charge and spin) ... 134.4 kcal per mole

Last column: natural (NBO) charge in e.
Cartesian coordinates (Å):
N -2.34030 -1.91112 2.79517  -0.8319
C -2.57096 -1.80595 4.07812  0.7446
N -1.90665 -0.79169 4.55062  -0.8276
O -3.41245 -2.38839 4.70686  -0.6675
H -1.71494 -1.26480 2.33551  0.3888
H -2.83462 -2.63263 2.29001  0.4077
H -1.95548 -0.55657 5.53165  0.4061
H -1.28333 -0.31381 3.91562  0.3785
N -3.74854 1.68038 -1.07199  -0.7985
C -4.15840 0.67126 -1.68914  0.7460
N -5.48498 0.81894 -1.81112  -0.8407
O -3.52116 -0.25188 -2.06291  -0.6613
H -4.42741 2.42757 -1.10254  0.3764
H -2.75799 1.78880 -0.90716  0.4088
H -5.89817 0.28647 -2.56336  0.4008
H -5.88338 1.69854 -1.51500  0.3668
C 2.48440 -6.74594 1.37475  -0.2465
O 2.35892 -6.37513 0.06404  -0.7089
H 1.61850 -7.16105 1.89050  0.1601
H 3.22991 -7.53993 1.41831  0.1577
H 2.73038 -5.83472 1.92000  0.1741
H 1.65196 -6.92245 -0.28560  0.4640
C -0.15233 -3.84641 -3.04982  -0.2523
O -0.99892 -3.39777 -4.05885  -0.7130
H 0.57602 -3.05167 -2.88856  0.1650
H -0.74701 -4.17505 -2.19751  0.1612
H 0.25810 -4.73601 -3.52758  0.1782
H -1.47190 -2.72148 -3.56843  0.4612
C 0.79390 2.13176 -3.52927  -0.2525
O -0.22936 2.87221 -4.19148  -0.7174
H 0.98630 1.16397 -3.99236  0.1614
H 1.69134 2.73041 -3.68523  0.1812
H 0.64579 1.87400 -2.48060  0.1631
H -1.07830 2.49281 -3.95281  0.4640
C 5.48283 3.76123 0.92241  -0.2481
O 5.55833 2.55974 0.14133  -0.7307
H 5.20269 4.57312 0.25125  0.1640
H 4.72393 3.74015 1.70454  0.1817
H 6.44915 4.00616 1.36324  0.1652
H 5.91620 2.77004 -0.72429  0.4685
C -0.98763 5.89211 0.58580  -0.2462
O -0.45902 4.55712 0.88112  -0.7501
H -0.26737 6.65627 0.87802  0.1708
H -1.19588 6.00731 -0.47789  0.1869
H -1.91368 5.99086 1.15218  0.1684
H -0.58455 4.28016 1.79169  0.4713
C 2.06699 -0.81789 1.50960  -0.2557
O 1.12173 0.22644 1.55448  -0.7349
H 2.25302 -1.06657 2.55442  0.1672
H 1.70336 -1.78073 1.15069  0.1708
H 2.95658 -0.51523 0.95723  0.1791
H 1.52441 0.94701 1.06435  0.4743

Entry from the OMol25 dataset: one molecule with the formula C23H27N3O3S (ωB97M-V with the def2-TZVPD basis set).

Output
Orbital gap ... 9.3 eV
Multiplicity ... 1
SMILES ... O=C(CC1(CC2=NS(=O)(=O)c3ccccc3N2)CCCC1)NCCc1ccccc1
HOMO ... -8.868 eV
Energy relative to the best compared isomer or geometry (same formula, charge and spin) ... 10.3 kcal per mole

Last column: natural (NBO) charge in e.
Cartesian coordinates (Å):
O 2.49265 1.54680 -1.62536  -0.6620
C 2.35805 0.89365 -0.60461  0.6801
C 2.91816 -0.50983 -0.44390  -0.5033
C 2.47031 -1.45025 -1.57187  -0.0042
C 0.95067 -1.31513 -1.80771  -0.4863
C 0.14361 -1.28798 -0.54476  0.5402
N 0.48882 -1.98618 0.46294  -0.7913
S -0.11147 -1.65690 1.95309  2.3137
O -0.13105 -2.83747 2.75382  -0.9139
O 0.66377 -0.53676 2.43862  -0.9771
C -1.76493 -1.09434 1.61854  -0.3133
C -2.78384 -1.20507 2.54174  -0.1746
C -4.03597 -0.69949 2.24056  -0.2274
C -4.24934 -0.08056 1.01644  -0.1611
C -3.23657 0.00739 0.08206  -0.2254
C -1.97586 -0.51325 0.37468  0.1471
N -0.96560 -0.49383 -0.57689  -0.5752
C 3.20841 -1.19209 -2.89215  -0.3970
C 3.03555 -2.48290 -3.69518  -0.4138
C 2.88963 -3.60394 -2.64714  -0.4164
C 2.84931 -2.90761 -1.27889  -0.4084
N 1.71647 1.37459 0.47974  -0.6371
C 1.26688 2.74975 0.50889  -0.2300
C -0.14719 2.96094 -0.04976  -0.4189
C -1.28196 2.80226 0.92788  -0.0352
C -1.16279 2.11405 2.12717  -0.1844
C -2.23499 2.03201 3.00033  -0.2066
C -3.44426 2.62421 2.68673  -0.2278
C -3.57979 3.29898 1.48531  -0.2134
C -2.50697 3.38780 0.61919  -0.2162
H 2.62507 -0.92525 0.51923  0.2357
H 4.00728 -0.42667 -0.46726  0.2375
H 0.61246 -2.15668 -2.41534  0.2469
H 0.76108 -0.39582 -2.36679  0.2342
H -2.57105 -1.68651 3.48279  0.2404
H -4.83925 -0.77545 2.95597  0.2233
H -5.21999 0.32973 0.78412  0.2231
H -3.41314 0.47764 -0.87402  0.2184
H -1.17886 -0.01383 -1.44155  0.4159
H 2.83937 -0.31060 -3.41166  0.2302
H 4.26469 -1.03061 -2.67638  0.2054
H 3.88586 -2.65409 -4.35351  0.2137
H 2.14569 -2.42545 -4.32325  0.1954
H 3.72234 -4.30385 -2.69868  0.2135
H 1.97784 -4.17639 -2.81948  0.2003
H 2.14742 -3.36752 -0.58804  0.2370
H 3.83879 -2.92684 -0.82178  0.2054
H 1.50872 0.76759 1.26541  0.4370
H 1.96385 3.30753 -0.12436  0.2313
H 1.33336 3.12699 1.53063  0.2052
H -0.28328 2.27295 -0.88923  0.2098
H -0.20061 3.97107 -0.46371  0.2186
H -0.24014 1.62553 2.39512  0.2179
H -2.11681 1.50018 3.93269  0.2138
H -4.27573 2.56334 3.37305  0.2122
H -4.51961 3.76562 1.22780  0.2110
H -2.61503 3.92852 -0.31133  0.2062

Entry from the OMol25 dataset: an isolated ion of composition C9H12NOS and charge +1 (ωB97M-V with the def2-TZVPD basis set).

Output
Orbital gap ... 8.9 eV
Multiplicity ... 1
SMILES ... [NH3+][C@@]1(O)CCc2ccccc2S1
HOMO ... -12.176 eV
Total charge ... +1
Energy relative to the best compared isomer or geometry (same formula, charge and spin) ... 21.8 kcal per mole

Last column: natural (NBO) charge in e.
Cartesian coordinates (Å):
N -1.95424 2.04877 0.00493  -0.7936
C -1.68816 0.37410 -0.49757  0.4122
O -2.75921 0.01458 -1.27471  -0.6934
C -0.42688 0.39262 -1.31029  -0.4877
C 0.25539 -1.06364 -1.28395  -0.3980
C 1.00136 -0.98986 0.00657  -0.0300
C 2.42032 -0.98634 0.08847  -0.2090
C 3.04377 -1.02975 1.36304  -0.1715
C 2.35050 -0.88813 2.61388  -0.1883
C 0.92466 -0.78807 2.55478  -0.2049
C 0.32257 -0.97172 1.25840  -0.1513
S -1.50442 -0.66403 1.15535  0.1916
H -2.47136 2.58957 -0.71056  0.4405
H -0.97868 2.32120 0.23168  0.4401
H -2.52765 2.24143 0.83531  0.4365
H -3.48681 -0.44305 -0.85804  0.5147
H 0.25527 1.12275 -0.78699  0.2165
H -0.56474 0.61235 -2.34438  0.2626
H 0.85161 -1.27489 -2.10552  0.2415
H -0.53533 -1.76788 -1.25005  0.2382
H 3.01191 -1.06505 -0.84351  0.2329
H 4.12177 -0.91578 1.40748  0.2300
H 2.92112 -0.98279 3.46932  0.2324
H 0.21138 -0.70604 3.37776  0.2381

For the records above, the corresponding DFT total energy values read -50968.082 -20745.302 -6774.594 -147263.113 -25486.178 -31151.955 -45738.789 -23892.687 eV.